# 1
Computed, not measured: 2 unconnected molecules or ions with the total composition C5H7NO, with ωB97M-V with the def2-TZVPD basis set.

## Properties
- ΔE to the lowest compared entry with this formula, charge and spin (kcal per mole) = 109.2
- HOMO (eV) = -9.39
- energy (eV) = -8831.46670
- SMILES string = C=C=C1[C@H]2CN12.O

```
14
C5H7NO ωB97M-V with the def2-TZVPD basis set
O 0.6600 -1.8268 2.0294
C 2.4528 0.1740 -0.9701
C 1.1971 0.2747 -0.6236
C -0.0483 0.4116 -0.3068
C -1.2353 1.1886 -0.0491
C -2.1582 0.2300 -0.6731
N -1.1537 -0.2826 0.2914
H 1.0836 -0.9919 2.2581
H 3.2593 0.3219 -0.2556
H 2.7399 -0.0686 -1.9902
H -1.4192 1.9630 0.6870
H -2.0350 -0.0208 -1.7269
H -3.1737 0.1708 -0.2854
H -0.1695 -1.5438 1.6148
```



# 2
Computed, not measured: C5H7NO in the gas phase at a distorted geometry, with ωB97M-V with the def2-TZVPD basis set.

## Properties
- ΔE to the lowest compared entry with this formula, charge and spin (kcal per mole) = 99.9
- HOMO (eV) = -8.11
- energy (eV) = -8831.86938

```
14
C5H7NO ωB97M-V with the def2-TZVPD basis set
O 0.7774 -1.1921 -1.0460
C 1.5841 -0.7951 -0.0524
C -0.6127 -0.7990 -1.1146
N -0.9421 0.2132 -0.1647
C -0.4378 -0.2071 1.1786
C 0.9414 0.3380 0.7570
C 0.1620 1.2151 -0.2362
H -1.2329 -1.6727 -0.9078
H -0.8121 -0.4539 -2.1322
H -0.4956 -1.2826 1.4160
H -0.9722 0.3616 1.9469
H 1.6331 0.7770 1.4834
H -0.1899 2.1895 0.1142
H 0.5973 1.3082 -1.2423
```



# 3
Computed, not measured: C5H7NO in the gas phase at a distorted geometry, with ωB97M-V with the def2-TZVPD basis set.

## Properties
- ΔE to the lowest compared entry with this formula, charge and spin (kcal per mole) = 37.9
- HOMO (eV) = -9.32
- energy (eV) = -8834.56016
- SMILES string = CC1=CNC(=O)C1

```
14
C5H7NO ωB97M-V with the def2-TZVPD basis set
C 0.1280 0.6124 -1.8030
C -0.0572 0.0410 -0.4368
C -0.9226 -0.9060 -0.0506
N -0.8941 -1.1360 1.3754
C 0.4808 -0.7066 1.6809
O 1.2259 -1.2189 2.4557
C 0.5712 0.5470 0.8327
H -0.5546 0.1287 -2.5064
H 1.1469 0.4953 -2.1856
H -0.0922 1.6854 -1.8002
H -1.6494 -1.4346 -0.6569
H -1.3349 -0.2498 1.7695
H 1.4887 1.1279 0.8078
H -0.2625 1.0943 1.3871
```



| no. | Kohn-Sham gap (eV) |
| --- | --- |
| 1 | 10.3046 |
| 2 | 8.7788 |
| 3 | 9.9465 |